(1)
ORCA calculation (ωB97M-V/def2-TZVPD) on a 5-piece molecular cluster, C27H50BFNO22P5 overall at a distorted geometry.

Results
**E**: -125154.723 eV
**Highest occupied orbital energy**: -8.164 eV
**HOMO-LUMO gap**: 4.9 eV
**SMILES string**: CP(O)c1cc(CB(O)O)c(N=C=O)c2c1C(=O)C=C(CCF)C2=O.COP(=O)(OC)OC.COP(=O)(OC)OC.COP(=O)(OC)OC.COP(=O)(OC)OC
**Net charge**: 0

Each line ends with the Mulliken charge.
Positions of all 107 atoms, in Å:
C: 2.323 2.856 3.387  -0.9769
P: 2.207 1.072 4.173  0.4787
O: 0.718 1.127 5.045  -0.4884
C: 2.247 -0.074 2.673  0.4228
C: 3.744 -0.300 1.958  -0.7378
C: 3.966 -1.232 0.612  0.5209
C: 5.495 -1.340 -0.006  -0.8858
B: 5.760 -0.089 -1.077  0.5939
O: 6.368 -0.420 -2.402  -0.5798
O: 5.454 1.333 -0.789  -0.5429
C: 2.690 -2.004 -0.125  -0.0652
N: 2.835 -2.866 -1.364  -0.4863
C: 2.942 -2.046 -2.458  0.8076
O: 3.055 -1.240 -3.518  -0.5430
C: 1.205 -1.772 0.577  0.3025
C: 1.004 -0.846 1.958  0.2245
C: -0.513 -0.745 2.535  0.0453
O: -0.977 -0.959 3.755  -0.5107
C: -1.680 -0.498 1.357  -0.5485
C: -1.494 -1.354 0.115  0.4247
C: -2.563 -1.205 -1.160  0.0124
C: -3.189 0.347 -1.206  -0.3030
F: -3.743 0.714 -2.531  -0.3088
C: -0.208 -2.415 -0.053  0.0889
O: -0.308 -3.634 -0.585  -0.5211
H: 3.429 3.169 3.166  0.2906
H: 1.772 2.814 2.336  0.3486
H: 1.738 3.611 4.064  0.3031
H: -0.023 1.414 4.412  0.2938
H: 4.719 0.217 2.399  0.2023
H: 6.288 -1.192 0.874  0.3454
H: 5.728 -2.371 -0.517  0.2590
H: 5.614 -0.458 -3.090  0.3284
H: 4.459 1.491 -0.714  0.3113
H: -2.558 0.256 1.514  0.2090
H: -3.395 -2.030 -1.154  0.3062
H: -1.882 -1.285 -2.131  -0.0439
H: -2.395 1.152 -0.840  0.2646
H: -4.061 0.331 -0.391  0.2124
C: 2.534 -1.618 7.089  -0.6190
O: 2.538 -0.589 8.071  -0.4829
P: 4.046 0.150 8.489  1.0952
O: 4.299 0.517 7.023  -0.5282
O: 4.703 -1.327 8.807  -0.3047
C: 4.291 -1.989 9.984  -0.8037
O: 5.553 0.889 8.906  -0.2422
C: 5.566 1.442 10.207  -0.7109
H: 1.793 -1.367 6.327  0.1470
H: 3.506 -1.759 6.612  0.3574
H: 2.238 -2.554 7.574  0.2925
H: 4.037 -3.022 9.732  0.2675
H: 3.415 -1.510 10.433  0.3779
H: 5.113 -1.989 10.704  0.2686
H: 5.365 0.670 10.949  0.2976
H: 4.812 2.232 10.278  0.3305
H: 6.552 1.874 10.396  0.2318
C: 2.409 7.275 1.985  -0.6215
O: 3.761 7.561 2.321  -0.5024
P: 4.264 7.366 3.965  0.9614
O: 3.790 5.909 3.962  -0.3867
O: 3.039 8.342 4.476  -0.2999
C: 3.156 9.728 4.228  -0.8027
O: 4.767 7.171 5.609  -0.2455
C: 5.876 7.975 5.956  -0.7111
H: 2.402 6.578 1.145  0.2542
H: 1.844 6.844 2.814  0.3084
H: 1.928 8.207 1.675  0.2558
H: 2.218 10.085 3.797  0.2614
H: 3.972 9.947 3.531  0.3823
H: 3.337 10.248 5.172  0.2713
H: 5.639 9.030 5.811  0.2980
H: 6.738 7.700 5.341  0.3338
H: 6.120 7.804 7.008  0.2301
C: -3.891 -3.418 -8.655  -0.4629
O: -2.539 -3.132 -8.318  -0.5360
P: -2.036 -3.327 -6.675  1.0642
O: -2.510 -4.784 -6.677  -0.5851
O: -3.261 -2.351 -6.164  -0.1885
C: -3.144 -0.966 -6.412  -0.8392
O: -1.533 -3.523 -5.031  -0.2366
C: -0.424 -2.718 -4.683  -0.5590
H: -3.898 -4.115 -9.495  0.3243
H: -4.456 -3.849 -7.826  0.2243
H: -4.372 -2.486 -8.965  0.2331
H: -4.082 -0.609 -6.843  0.2553
H: -2.328 -0.746 -7.109  0.4045
H: -2.963 -0.446 -5.468  0.2275
H: -0.661 -1.663 -4.829  0.3349
H: 0.438 -2.993 -5.299  0.3740
H: -0.180 -2.889 -3.631  -0.0106
C: -7.053 -4.350 -5.663  -0.6682
O: -7.617 -5.221 -6.635  -0.5122
P: -8.212 -4.541 -8.110  1.0044
O: -6.851 -3.896 -8.390  -0.4366
O: -9.157 -3.488 -7.266  -0.2955
C: -10.303 -4.005 -6.622  -0.8203
O: -8.807 -3.861 -9.585  -0.2653
C: -9.810 -4.644 -10.200  -0.7125
H: -6.066 -4.729 -5.389  0.2516
H: -6.956 -3.321 -6.015  0.3257
H: -7.694 -4.362 -4.776  0.2997
H: -10.323 -3.632 -5.595  0.2651
H: -10.297 -5.099 -6.602  0.3871
H: -11.197 -3.657 -7.146  0.2724
H: -10.662 -4.763 -9.530  0.3001
H: -9.403 -5.625 -10.462  0.3312
H: -10.140 -4.140 -11.113  0.2331

(2)
ORCA calculation (ωB97M-V/def2-TZVPD) on C45H47GeN4O2Sn as an isolated structure.

Results
**E**: -119830.781 eV
**Highest occupied orbital energy (alpha / beta)**: -6.509 / -7.427 eV
**HOMO-LUMO gap (alpha / beta)**: 7.2 / 6.7 eV
**Multiplicity**: 2
**Energy relative to the best compared isomer or geometry (same formula, charge and spin)**: 0.25 kcal/mol
**Net charge**: 0

Each line ends with the Mulliken charge.
Positions of all 100 atoms, in Å:
Sn: 0.036 -1.200 0.035  0.9787
C: 2.694 -2.687 -1.524  -1.0755
N: 1.424 -2.728 -2.250  1.0893
C: 1.613 -2.175 -3.595  -1.0941
C: 0.418 -1.442 -4.205  -1.4303
C: 0.022 -0.141 -3.492  -0.0469
N: -0.855 -0.311 -2.324  1.0629
C: -2.060 0.073 -2.463  -0.6822
C: -3.137 -0.006 -1.482  0.6168
C: -4.439 0.190 -1.977  -0.8448
C: -5.550 0.126 -1.168  -0.9627
C: -5.360 -0.131 0.197  -0.5555
C: -4.096 -0.301 0.714  -0.8172
C: -2.947 -0.229 -0.099  -0.1142
O: -1.771 -0.318 0.488  0.5657
C: 0.927 -4.105 -2.209  -1.2551
C: -0.492 -4.325 -2.715  -1.2315
C: -1.541 -3.357 -2.164  -0.0796
N: -1.365 -3.079 -0.734  0.3318
C: -2.270 -3.562 0.037  -0.4825
C: -2.307 -3.526 1.480  0.6587
C: -3.451 -4.043 2.117  -0.4795
C: -3.538 -4.141 3.485  -0.8975
C: -2.429 -3.741 4.249  -0.4838
C: -1.295 -3.242 3.652  -0.6398
C: -1.201 -3.087 2.244  0.3437
O: -0.119 -2.590 1.713  -0.8371
H: 3.460 -3.319 -1.999  0.4251
H: 2.550 -3.035 -0.499  0.3742
H: 3.063 -1.661 -1.487  -0.0172
H: 1.965 -2.958 -4.285  0.3421
H: 2.420 -1.441 -3.528  0.5163
H: -0.454 -2.087 -4.312  0.3110
H: 0.718 -1.168 -5.221  0.5664
H: -0.470 0.515 -4.220  0.6425
H: 0.936 0.365 -3.171  -0.6014
H: -2.375 0.481 -3.434  0.2674
H: -4.556 0.392 -3.039  0.4015
H: -6.542 0.275 -1.575  0.3983
H: -6.218 -0.188 0.859  0.4453
H: -3.939 -0.489 1.771  0.4937
H: 0.967 -4.418 -1.165  0.5420
H: 1.603 -4.771 -2.769  0.3809
H: -0.761 -5.349 -2.439  0.4121
H: -0.528 -4.285 -3.807  0.4162
H: -2.535 -3.773 -2.351  0.6764
H: -1.480 -2.418 -2.695  -0.5647
H: -3.107 -4.093 -0.430  0.2323
H: -4.278 -4.375 1.495  0.3694
H: -4.426 -4.537 3.959  0.4125
H: -2.463 -3.834 5.329  0.4043
H: -0.434 -2.949 4.240  0.5544
C: 2.484 0.528 6.484  -1.6901
C: 1.943 0.316 5.097  1.1579
C: 0.588 0.111 4.866  -1.1703
C: 0.140 -0.083 3.571  -0.7265
N: 0.952 -0.079 2.514  1.0957
C: 2.250 0.112 2.732  -0.2861
C: 2.788 0.310 3.991  -0.7128
H: 1.689 0.782 7.186  0.3782
H: 3.225 1.329 6.495  0.3808
H: 2.974 -0.378 6.846  0.3353
H: -0.120 0.111 5.690  0.3908
H: -0.915 -0.238 3.364  0.5112
H: 2.888 0.123 1.850  0.0577
H: 3.854 0.477 4.106  0.4127
C: -2.572 5.129 -1.819  -0.5777
C: -2.011 5.264 -0.556  -0.7630
C: -0.993 4.410 -0.146  -0.2800
C: -0.517 3.404 -0.993  0.1310
C: -1.093 3.285 -2.263  0.2581
C: -2.106 4.140 -2.676  -0.7632
Ge: 0.882 2.173 -0.389  0.8965
C: 2.327 2.141 -1.701  -0.4853
C: 2.297 2.910 -2.866  0.1202
C: 3.297 2.787 -3.826  -0.7766
C: 4.338 1.885 -3.641  -0.4884
C: 4.383 1.110 -2.487  -0.7714
C: 3.383 1.237 -1.529  0.2374
C: 1.622 2.858 1.286  -0.2209
C: 0.866 2.806 2.464  -0.0841
C: 1.392 3.253 3.668  -0.8504
C: 2.689 3.754 3.717  -0.7190
C: 3.453 3.808 2.559  -0.7326
C: 2.923 3.360 1.351  -0.2560
H: -3.367 5.793 -2.136  0.3847
H: -2.365 6.038 0.113  0.4168
H: -0.565 4.538 0.841  0.3791
H: -0.739 2.522 -2.948  0.2310
H: -2.536 4.031 -3.665  0.4320
H: 1.497 3.625 -3.022  0.4497
H: 3.264 3.400 -4.719  0.4319
H: 5.111 1.785 -4.394  0.3724
H: 5.195 0.408 -2.335  0.3965
H: 3.425 0.620 -0.634  0.2559
H: -0.138 2.392 2.443  0.5376
H: 0.795 3.202 4.571  0.4480
H: 3.104 4.098 4.659  0.4267
H: 4.463 4.200 2.592  0.4091
H: 3.531 3.412 0.454  0.3808

(3)
ORCA calculation (ωB97M-V/def2-TZVPD) on a 2-piece molecular cluster, C4H12NOP overall at a distorted geometry.

Results
**E**: -17165.886 eV
**Highest occupied orbital energy (alpha / beta)**: -6.872 / -6.871 eV
**HOMO-LUMO gap (alpha / beta)**: 7.5 / 7.5 eV
**Energy relative to the best compared isomer or geometry (same formula, charge and spin)**: 116.68 kcal/mol
**Net charge**: 0

Each line ends with the Mulliken charge.
Positions of all 19 atoms, in Å:
C: 2.178 1.163 0.120  -1.0707
C: -2.828 -1.102 -0.250  -0.7721
C: 2.145 -0.343 0.543  -0.0424
C: 0.912 -0.831 -0.183  -0.9960
N: -2.306 -0.071 0.706  -0.3008
O: -1.158 1.419 -0.991  -0.4907
P: -0.951 0.964 0.560  0.1923
H: 3.106 1.764 0.390  0.3143
H: 2.161 1.416 -0.981  0.2709
H: 1.398 1.738 0.538  0.2693
H: -2.383 -2.022 -0.218  0.2910
H: -3.795 -1.134 0.055  0.3460
H: -2.617 -0.650 -1.178  0.2909
H: 3.154 -0.936 0.079  0.2100
H: 2.192 -0.592 1.660  0.2326
H: 0.717 -0.576 -1.295  0.2531
H: 0.715 -1.816 0.113  0.3837
H: -2.143 -0.553 1.584  0.2665
H: -0.498 2.164 -1.251  0.3523

(4)
ORCA calculation (ωB97M-V/def2-TZVPD) on an isolated ion of composition C3H6N3O2 and charge -1 at a distorted geometry.

Results
**E**: -11769.901 eV
**Highest occupied orbital energy**: -2.312 eV
**HOMO-LUMO gap**: 6.4 eV
**SMILES string**: C/C=C(/[O-])NNN=O
**Energy relative to the best compared isomer or geometry (same formula, charge and spin)**: 66.43 kcal/mol
**Net charge**: -1

Each line ends with the Mulliken charge.
Positions of all 14 atoms, in Å:
C: -0.032 1.827 0.134  -0.7676
C: -1.199 0.853 -0.282  -0.2721
C: -1.150 -0.475 0.028  0.0168
O: -2.017 -1.331 -0.247  -0.7970
N: -0.012 -0.879 0.864  -0.2504
N: 0.956 -1.430 0.111  0.1697
N: 1.267 -0.791 -0.970  -0.0285
O: 2.363 -1.149 -1.552  -0.6999
H: 0.167 2.443 -0.709  0.2530
H: 0.708 1.042 0.301  0.2465
H: -0.257 2.380 1.088  0.2198
H: -2.056 1.199 -0.859  0.4027
H: -0.254 -1.479 1.678  0.2925
H: 1.517 -2.211 0.416  0.2144